1.
Entry from the OMol25 dataset: a structure of composition C25H20FeN9O2S (the ωB97M-V functional and the def2-TZVPD basis).

Geometry as ORCA input:
```
! wB97M-V def2-TZVPD RIJCOSX def2/J DEFGRID3
* xyz -1 1
C 4.89 2.52 -1.77
N 5.60 2.87 -2.62
H -2.21 -0.22 -2.65
H 3.11 3.37 3.81
C -1.24 -2.22 -0.24
C 2.78 -2.07 1.18
C -0.15 -2.20 0.71
H -2.43 0.02 2.10
H -2.67 4.43 -2.42
N -1.68 0.54 1.70
H 5.48 -0.66 2.70
C 1.59 2.14 2.88
H -2.81 -5.12 0.62
C 3.04 1.57 -0.86
C 2.21 0.10 2.06
N 1.25 1.04 2.27
C -1.94 1.34 0.64
H -0.93 -5.15 2.22
C 3.85 1.46 3.18
C -3.23 -3.12 -1.23
H 4.87 1.63 3.52
H -4.00 4.58 -1.28
N 0.61 -1.09 0.69
H -3.99 -3.89 -1.28
C -3.42 3.87 -1.87
H 0.80 2.87 3.03
H -0.74 0.12 1.68
S -3.40 2.26 0.48
O 0.08 0.62 -2.94
H -4.85 3.82 -3.51
H 0.95 -0.52 -4.40
C -3.26 -2.05 -2.07
C -0.08 -3.30 1.57
C -2.25 -1.08 -1.99
H 0.72 -3.36 2.30
H -3.75 2.44 -3.46
O 1.18 -1.24 -2.50
N -1.28 -1.17 -1.11
C -1.04 -4.32 1.52
Fe 0.32 0.03 -0.98
C 2.89 2.42 3.34
C -2.69 2.93 -0.98
C 1.84 -1.08 1.32
N 4.18 2.17 -0.72
N -1.52 2.48 -1.22
H 2.53 -2.95 0.60
N 1.99 1.07 -0.83
H 4.80 -2.73 1.53
C -4.34 3.12 -2.85
C 4.47 -0.79 2.35
H -5.09 2.54 -2.32
C 0.75 -0.39 -3.32
N -1.09 1.55 -0.33
C -2.09 -4.32 0.64
C -2.20 -3.24 -0.27
C 3.53 0.25 2.53
C 4.09 -1.93 1.70
H -4.05 -1.94 -2.81
*
```

Properties
E_LUMO (alpha / beta)	2.14 / 2.13	eV
E_HOMO (alpha / beta)	-0.1556 / -0.1529	Eh

---

2.
Entry from the OMol25 dataset: a structure of composition C25H20MnNO7S2 (the ωB97M-V functional and the def2-TZVPD basis).

Geometry as ORCA input:
```
! wB97M-V def2-TZVPD RIJCOSX def2/J DEFGRID3
* xyz 0 5
H -1.22 -0.02 -3.87
C 3.38 0.98 1.33
O -2.83 -1.26 -3.23
C -3.12 -1.19 4.09
C 0.46 0.75 -1.81
O -0.16 1.31 1.98
C -1.54 -0.76 -3.15
H 3.75 0.24 -2.43
C -1.21 -2.95 -2.05
O -3.10 -0.66 -0.80
Mn -1.92 1.27 0.85
C 4.29 0.00 0.97
H -3.39 -3.64 1.77
H -3.66 -3.27 4.19
H 2.07 3.43 1.11
H -3.24 -1.03 5.15
H 3.75 2.72 -2.25
H 0.47 3.74 1.85
C -2.61 -0.34 1.89
H 1.62 3.91 -1.83
C 1.37 3.13 1.89
C -2.64 -1.80 -0.10
H 2.15 -2.58 0.43
O -1.37 2.94 -0.06
S -1.00 3.20 -1.52
H 1.87 3.27 2.86
C 2.83 2.16 -2.12
C -2.84 -1.61 1.35
H -1.70 -3.60 -0.02
C -1.72 -2.19 -3.28
H 3.72 1.98 1.55
S -0.83 -0.43 -1.47
H -1.24 -4.02 -2.28
C -3.36 -2.45 3.55
C 1.01 1.69 1.75
C 1.66 0.07 -2.05
O 0.09 -2.53 -1.92
H 0.53 -0.87 1.16
H -1.60 -2.67 -4.24
C 2.84 0.78 -2.23
C -3.20 -2.66 2.19
C 3.85 -1.27 0.65
H 4.56 -2.03 0.35
O -1.99 2.75 -2.45
C 2.02 0.67 1.40
H -2.50 0.81 3.72
C 0.44 2.15 -1.72
H 5.34 0.24 0.92
C -2.73 -0.15 3.26
C 1.58 -0.63 1.10
C 1.64 2.83 -1.87
C 2.49 -1.59 0.71
H 1.63 -1.01 -2.10
N -2.19 0.44 -0.81
C -1.98 -2.80 -0.70
O -0.53 4.55 -1.61
*
```

Properties
E_LUMO (alpha / beta)	-1.32 / -1.18	eV
E_HOMO (alpha / beta)	-0.2826 / -0.2855	Eh

---

3.
Entry from the OMol25 dataset: a structure of composition C25H20N10RhS (the ωB97M-V functional and the def2-TZVPD basis).

Geometry as ORCA input:
```
! wB97M-V def2-TZVPD RIJCOSX def2/J DEFGRID3
* xyz 1 1
C -4.00 -1.22 3.45
H 1.15 0.99 4.89
H 3.19 -1.29 -1.88
H 2.65 2.30 3.38
H 5.40 -0.71 -2.83
C -0.44 3.89 -2.33
H 4.06 3.36 -3.02
C 2.67 1.89 -2.28
S -0.01 -0.99 -2.88
C 1.62 -2.51 0.57
C -1.61 1.70 -1.27
C -2.40 2.78 -1.56
H 1.96 3.75 -2.51
C 3.43 -0.28 -2.15
C -1.33 -1.82 -2.09
C -2.34 -2.81 1.89
H 2.38 2.04 0.92
C 1.04 0.93 3.81
C -1.04 -0.79 1.19
C -0.04 0.05 1.87
N 1.58 -3.26 1.58
N -2.08 -2.62 -2.86
N 0.50 -5.49 1.58
C 0.06 0.12 3.25
H -4.97 -3.05 3.99
N 1.67 2.84 -2.18
H -1.70 -3.43 1.28
H 0.06 4.75 -2.76
N 0.81 0.73 1.08
C 1.01 -4.46 1.54
H -3.46 2.74 -1.37
H -4.66 -0.60 4.05
H -2.83 0.44 2.76
C -3.35 -3.39 2.64
C -4.18 -2.60 3.41
C -1.79 3.91 -2.11
H 5.87 1.71 -3.36
N -0.86 -0.92 -0.09
C 0.30 2.76 -1.99
H -1.89 -2.72 -3.84
N -1.67 -1.73 -0.82
Rh 0.73 -0.07 -0.93
N -0.27 1.67 -1.47
H -3.47 -4.46 2.62
H -2.38 4.78 -2.36
N 1.72 -1.71 -0.30
N 2.46 0.63 -1.92
C 4.66 0.06 -2.67
C 4.91 1.40 -2.97
C -2.14 -1.43 1.94
H -2.04 0.80 -0.86
H -2.90 -3.06 -2.46
C 1.74 1.52 1.61
H -0.60 -0.46 3.87
C 3.91 2.32 -2.78
C -2.98 -0.64 2.72
C 1.88 1.66 2.98
*
```

Properties
E_LUMO	-3.50	eV
E_HOMO	-0.4048	Eh

---

Energy relative to the best compared isomer or geometry (same formula, charge and spin) for every record listed, in sequence, given in kJ/mol: 16.2 937.0 0.0.
Electronic energy for every record listed, in sequence, given in Ha: -3270.0264 -3493.2133 -2020.8628.